113
Properties=species:S:1:pos:R:3:forces:R:3:mulliken_charge:R:1 method="wB97M-V/def2-TZVPD" total_charge=0 multiplicity=1 orbital_gap_ev=9.06
C -2.921298 2.967602 2.721475 -0.6 -0.9 1.9 -0.51
C -3.131615 4.121120 1.773143 -2.2 -0.7 0.3 -0.44
O -2.057293 4.355872 0.991785 2.3 0.2 -2.0 -0.53
H -2.154626 3.324471 3.426113 0.3 -0.7 -0.3 0.31
H -2.663983 1.991910 2.228623 0.1 1.1 0.4 -0.17
H -3.755123 2.707822 3.457129 0.5 0.6 -1.3 0.39
H -3.293013 5.053478 2.295913 -0.9 0.2 0.7 0.37
H -3.973078 3.909214 1.079988 0.1 0.3 0.5 0.28
H -1.259095 3.993117 1.380570 0.0 -0.1 0.2 0.30
C -0.190873 0.900709 0.677253 -0.3 0.9 0.3 3.28
C -0.243270 -0.151997 -0.368533 -2.6 2.1 -1.7 -1.13
O 0.967645 -0.187457 -0.957724 3.4 -2.1 -0.6 1.32
H 0.661888 0.741780 1.297467 0.7 -0.4 0.7 -0.92
H -1.042522 0.835697 1.279393 -1.4 -0.1 1.3 -0.84
H -0.146399 1.963844 0.394459 0.0 -0.5 -0.8 -0.72
H -0.920888 0.156140 -1.231064 -0.2 -0.4 1.2 -0.25
H -0.566825 -1.113862 -0.047000 0.0 -0.8 0.5 0.33
H 1.020314 0.585147 -1.492768 0.3 0.8 -0.8 -0.56
C -0.790047 0.320519 4.558704 -2.0 -3.4 -0.1 -0.97
C -2.235455 0.056636 5.151351 1.1 1.2 -3.2 -0.49
O -2.258180 0.409336 6.451663 0.3 1.8 2.8 -0.54
H -0.816629 0.545015 3.519986 -0.2 -0.5 -1.2 0.01
H -0.071661 -0.497817 4.764566 -0.6 0.1 -0.3 0.43
H -0.317600 1.143817 4.903464 0.9 3.0 2.0 0.75
H -2.599611 -0.913259 5.155327 0.3 -2.5 -1.0 0.45
H -3.006714 0.558620 4.507381 0.7 0.4 0.5 0.07
H -3.171639 0.432979 6.714819 -0.4 0.0 0.5 0.32
C 0.184366 -3.844592 -4.898763 0.0 1.2 -2.3 -1.27
C -0.752633 -2.625849 -4.683715 -1.6 -2.6 0.9 -0.19
O -0.354670 -1.783158 -3.611808 0.5 0.7 -1.6 -0.04
H -0.258038 -4.547083 -5.624390 -0.1 0.4 0.1 0.43
H 0.409438 -4.449545 -4.064377 0.1 -0.2 1.5 0.24
H 1.123748 -3.513654 -5.366424 -0.1 -0.1 0.3 0.29
H -1.738618 -3.088282 -4.387393 0.6 0.5 -0.2 0.24
H -1.003838 -2.070028 -5.578914 0.7 0.4 -0.1 0.43
H -0.628087 -2.212801 -2.820454 -0.3 -0.9 1.7 -0.15
C 4.034163 -3.296014 -3.121412 -1.4 2.8 1.0 -1.46
C 2.794109 -2.577715 -2.434696 0.1 -0.4 -0.6 1.16
O 2.301100 -1.745252 -3.431939 0.1 1.2 -0.9 -0.58
H 4.842253 -2.563762 -3.185815 0.1 -0.1 0.1 0.31
H 3.815784 -3.602933 -4.122071 -0.5 -0.3 -0.5 0.32
H 4.289022 -4.084438 -2.516537 1.1 -2.1 1.3 0.48
H 2.999007 -1.954492 -1.526403 0.5 -0.6 -0.5 -0.38
H 1.989703 -3.262204 -2.109932 0.5 -0.2 -0.1 -0.26
H 1.334802 -1.743364 -3.525145 0.0 -0.1 0.5 0.23
C 3.666350 1.445214 0.465428 1.4 0.9 1.7 -0.10
C 4.994721 1.275666 1.220867 -0.8 1.3 0.8 -0.95
O 5.121772 -0.089084 1.429617 1.5 -2.0 -0.7 -0.55
H 2.920500 1.025248 1.077851 -1.0 -0.7 0.4 -0.43
H 3.585793 1.083292 -0.519453 0.5 -1.0 -1.2 0.54
H 3.436497 2.457925 0.397582 -0.5 2.1 -0.2 0.38
H 5.158042 1.786881 2.224562 -1.4 -0.6 -0.9 0.23
H 5.827634 1.728167 0.732550 0.8 -0.1 -1.2 0.45
H 5.511502 -0.435900 0.597281 -0.3 0.0 0.9 0.33
C -3.913673 0.890721 -0.244198 1.7 0.9 0.6 -0.31
C -3.398042 1.730701 -1.446112 0.3 -2.5 2.9 0.65
O -3.926809 1.101115 -2.540084 -1.3 0.3 -2.3 -0.69
H -3.877951 1.641010 0.528864 -0.4 -0.3 1.0 -0.24
H -3.319497 -0.003505 0.084215 -0.3 0.9 -0.7 -0.26
H -4.918708 0.579598 -0.418934 -0.9 -0.2 0.0 0.60
H -2.340476 1.663196 -1.435789 1.1 0.3 -0.4 -0.79
H -3.681393 2.736493 -1.304101 -0.4 1.4 -0.2 0.45
H -4.870046 1.260841 -2.392771 0.1 -0.6 -0.9 0.46
C -1.544324 0.917080 -5.465280 4.5 -2.6 -3.9 0.74
O -0.473574 0.469743 -6.210161 -4.6 2.0 3.6 -0.74
N -2.371200 1.800604 -6.009009 -0.9 0.7 0.5 -0.45
N -1.863536 0.408063 -4.296561 1.0 -0.6 1.4 -0.09
H -1.951101 2.193303 -6.801237 0.2 1.0 -1.2 0.28
H -2.952466 2.360234 -5.398162 0.1 0.0 -0.3 0.22
H -1.170111 -0.295277 -4.019392 -0.6 0.0 0.5 0.17
H -2.567624 0.760773 -3.636777 0.1 -0.3 -0.8 0.21
C -0.731141 -4.486206 -0.533717 -0.1 5.7 -6.1 0.20
O -0.552797 -3.337582 -1.215566 -1.0 -4.3 2.6 -0.46
N -0.348755 -4.767159 0.617634 4.3 0.5 7.8 -0.28
N -1.338618 -5.532676 -0.982031 -3.3 -4.0 -5.6 -0.42
H 0.003225 -3.957376 1.174985 0.1 -0.6 -0.1 0.11
H 0.125749 -5.674787 0.767217 -0.9 1.1 0.0 0.26
H -1.552244 -5.570235 -1.994008 0.1 0.1 1.1 0.27
H -1.617688 -6.395299 -0.479145 0.6 1.6 -0.2 0.19
C 0.584548 2.944381 -2.173090 -9.5 1.6 1.7 0.27
O -0.581484 3.432295 -1.677475 5.1 -1.6 -1.7 -0.67
N 0.530943 1.936527 -2.981508 2.4 -3.1 -2.8 -0.30
N 1.730278 3.363384 -1.855704 4.5 2.3 1.7 -0.12
H -0.358799 1.675138 -3.337958 -0.5 -0.4 -0.4 -0.03
H 1.413051 1.568010 -3.469398 -2.2 0.7 0.8 0.21
H 1.726877 4.203045 -1.336727 0.2 0.8 0.6 0.31
H 2.535508 3.205236 -2.422978 0.3 -0.2 -0.2 0.22
C 1.773038 -2.446975 2.219619 -6.4 2.3 -4.7 0.30
O 0.400453 -2.593212 2.080259 5.8 0.5 0.8 -0.64
N 2.485754 -1.778307 1.318009 -1.4 0.0 -1.3 0.16
N 2.384241 -2.765111 3.270267 1.3 -1.9 5.4 -0.39
H 1.897357 -1.298600 0.656258 0.4 0.1 -0.8 -0.56
H 3.478382 -1.642280 1.306252 0.2 0.2 0.3 0.19
H 1.673993 -2.867354 3.989519 0.8 -0.5 0.5 0.28
H 3.280037 -2.338779 3.507251 -0.6 -0.3 -0.1 0.30
C 1.148002 4.012946 1.847646 -0.3 1.2 1.3 -0.57
O 0.290391 3.306571 2.706702 0.1 -0.2 0.1 -0.33
H 2.057141 3.551483 1.656490 2.2 -1.0 0.5 0.24
H 1.262329 5.062323 2.128690 0.1 -0.1 0.1 0.48
H 0.727796 3.968048 0.926705 -1.7 0.3 -3.0 -0.05
H 0.461211 3.683377 3.558795 -0.3 -0.1 1.0 0.24
C 2.550264 1.091186 3.760817 0.1 -0.8 -1.5 0.29
O 3.493985 1.947430 4.386789 0.4 -1.0 0.1 -0.58
H 2.175826 1.608074 2.854754 -0.2 -0.4 0.5 -0.40
H 1.694864 0.862156 4.418182 0.5 -0.2 -0.3 0.47
H 3.054313 0.137048 3.338954 -0.6 1.5 1.1 -0.08
H 3.063147 2.787847 4.439501 -0.2 0.8 0.2 0.36
C -3.074626 -1.992914 2.030702 -0.4 0.4 -0.3 -0.01
O -2.355241 -2.472810 3.074761 1.3 -1.4 2.7 -0.62
H -2.773494 -2.619819 1.216313 -0.6 0.0 -1.5 0.11
H -2.649556 -0.988577 1.936940 -1.3 0.6 -0.9 -0.22
H -4.120362 -2.149370 2.309748 -0.1 0.8 -0.6 0.38
H -1.474203 -2.408463 2.715460 1.2 -0.4 0.7 0.45



21
Properties=species:S:1:pos:R:3:forces:R:3:mulliken_charge:R:1 method="wB97M-V/def2-TZVPD" total_charge=0 multiplicity=1 orbital_gap_ev=10.23
C 1.609332 -0.945078 0.032400 0.1 -3.1 0.0 -0.32
C 0.470067 -1.198668 -0.645389 0.9 -0.6 -0.6 -0.65
C -1.603049 -0.156855 0.427195 2.4 0.9 -3.1 0.45
C 2.055654 0.401717 0.572434 -1.2 0.2 0.3 -0.58
C 1.425329 1.481790 -0.436321 0.7 -2.0 -0.2 -0.95
C -0.087905 1.348154 -0.775758 1.2 -0.7 2.0 -0.49
C -0.511520 -0.122396 -0.898112 -2.5 0.1 1.8 1.57
C -2.433539 -1.265127 0.891021 0.3 0.6 -3.3 -1.44
N -1.528698 0.932042 1.046546 -0.4 0.7 0.2 -0.44
O -0.758502 1.888436 0.411072 0.1 -0.5 0.0 -0.29
F -1.164917 -0.360050 -2.096568 -0.2 0.1 0.0 -0.39
H 2.079124 -1.985187 0.254561 0.2 2.3 -0.1 0.23
H 0.240816 -2.268648 -1.071433 0.3 2.3 1.1 0.32
H 1.650401 0.412575 1.658236 0.6 0.5 -1.6 0.26
H 3.176483 0.612372 0.598432 -1.5 -0.7 0.0 0.34
H 1.632993 2.440726 -0.046303 0.1 1.2 0.2 0.47
H 2.062991 1.284497 -1.324552 -0.6 0.5 0.1 0.39
H -0.450529 1.972926 -1.577763 0.3 -0.2 -0.6 0.39
H -1.824377 -2.063629 1.080492 1.3 -2.4 0.6 0.35
H -3.205884 -1.518115 0.175514 -0.1 -0.1 -0.2 0.29
H -2.834266 -0.891491 1.724295 -1.9 0.9 3.5 0.48



122
Properties=species:S:1:pos:R:3:forces:R:3:mulliken_charge:R:1 method="wB97M-V/def2-TZVPD" total_charge=-1 multiplicity=1 orbital_gap_ev=7.54
Ba -0.797227 -1.409286 -0.429759 -1.1 -0.9 0.0 2.91
O -0.663773 -1.442773 -2.872999 0.0 -0.3 -1.6 -0.59
C -0.076319 -0.351662 -2.850947 0.3 0.8 -0.5 0.98
O 0.297681 0.228947 -1.782565 0.9 1.3 -1.3 -0.75
C 0.227791 0.339832 -4.160770 0.0 0.7 0.0 0.06
C 0.313766 -0.449961 -5.301950 0.0 0.0 0.2 -0.76
C 0.648098 0.109091 -6.520066 0.0 -0.1 -0.1 -0.64
C 0.868756 1.471470 -6.612964 0.1 0.1 -0.2 -0.87
C 0.751511 2.279434 -5.496214 0.0 0.0 0.2 -0.33
C 0.447252 1.740467 -4.245479 -0.1 -0.8 -0.1 0.15
P 0.379006 2.813123 -2.750621 0.3 0.2 -0.3 0.25
C 0.265829 4.465061 -3.609314 -0.3 0.0 0.5 -0.13
C -1.012119 4.760459 -4.094570 0.0 0.0 0.0 -0.15
C -1.330042 6.019830 -4.571294 0.0 0.0 0.0 -0.75
C -0.374316 7.027855 -4.544277 0.0 0.0 -0.1 -0.40
C 0.898831 6.752715 -4.071895 0.0 0.1 0.0 -0.71
C 1.217231 5.481581 -3.608964 0.1 -0.2 -0.1 0.04
C 2.161377 2.824256 -2.294342 -0.1 -0.1 0.1 0.54
C 2.545876 3.664344 -1.248112 -0.1 -0.1 0.1 -0.19
C 3.846405 3.663555 -0.770358 0.0 0.1 0.0 -0.82
C 4.787395 2.816858 -1.335888 0.1 0.0 0.0 -0.65
C 4.418700 1.981152 -2.379012 0.1 0.0 0.0 -0.47
C 3.115829 1.980051 -2.856355 -0.1 0.0 0.1 -0.34
H 0.137011 -1.514053 -5.205475 0.0 0.0 0.1 0.45
H 0.743467 -0.517798 -7.398021 0.0 0.0 0.0 0.44
H 1.155330 1.906975 -7.562661 -0.1 0.0 0.0 0.40
H 0.918335 3.345125 -5.587954 0.0 -0.1 -0.1 0.40
H -1.761576 3.974513 -4.085137 -0.1 0.1 0.0 0.37
H -2.324858 6.224059 -4.948172 0.0 0.0 0.0 0.39
H -0.620187 8.021732 -4.897015 0.0 0.0 0.0 0.37
H 1.647618 7.535879 -4.055732 0.0 0.0 0.0 0.40
H 2.219769 5.280526 -3.252893 0.0 0.0 0.0 0.37
H 1.800167 4.306551 -0.792492 0.0 0.0 0.1 0.52
H 4.122063 4.319637 0.045815 0.0 0.0 0.0 0.43
H 5.802424 2.804314 -0.959703 0.0 0.0 0.0 0.37
H 5.145838 1.312838 -2.824465 0.0 0.0 0.0 0.40
H 2.846153 1.298458 -3.651689 0.0 0.0 0.0 0.16
C 1.074368 -1.716738 3.208937 0.0 -0.1 0.0 -1.50
P -0.649913 -1.745197 2.568606 -0.1 -0.3 1.7 1.44
C -1.279930 -0.603141 3.883831 -0.2 -0.2 0.3 -0.77
N -1.733082 -1.122723 4.999411 0.0 0.0 -0.1 0.16
C -2.096616 -0.303161 6.012134 0.1 0.3 0.0 0.00
C -2.568736 -0.846360 7.226222 -0.1 0.0 0.2 -0.47
C -2.877311 -0.014898 8.266912 0.0 -0.1 0.0 -0.58
C -2.743391 1.382354 8.133287 0.1 0.2 0.0 -0.52
C -2.300119 1.933368 6.962653 0.0 0.0 0.1 -0.37
C -1.960552 1.093152 5.880733 0.0 -0.4 0.0 -0.16
N -1.489433 1.620515 4.726888 0.1 0.0 -0.1 0.09
C -1.174861 0.825301 3.736099 0.0 0.0 0.1 -1.13
P -0.522869 1.595585 2.162734 -0.4 0.7 0.4 2.22
C 0.879085 2.478250 2.990945 0.0 -0.2 -0.3 -1.79
C -1.755155 3.037047 1.956506 0.0 -0.1 0.1 2.28
C -1.410615 3.670964 0.607971 0.0 -0.2 0.0 -2.13
C -1.750893 4.132428 3.025605 0.0 0.0 -0.2 -1.85
C -3.144788 2.402968 1.856629 0.2 -0.1 0.0 -2.16
C -1.271784 -3.443198 3.124254 0.0 0.0 0.3 1.96
C -2.800025 -3.390964 3.229171 0.1 0.1 -0.1 -1.91
C -0.662238 -3.961655 4.430740 0.0 0.0 -0.1 -1.96
C -0.856077 -4.398376 1.999635 0.1 0.2 0.0 -2.09
H 1.100119 -1.904288 4.282432 0.0 0.0 0.0 0.59
H 1.499841 -0.737442 2.993254 0.1 0.0 0.0 0.13
H 1.655292 -2.471588 2.678576 0.0 0.0 0.0 0.37
H -2.670501 -1.920857 7.305020 0.0 0.0 0.0 0.43
H -3.230882 -0.422640 9.205401 0.0 0.0 0.0 0.38
H -2.987266 2.019755 8.973750 0.0 0.0 0.0 0.39
H -2.195841 3.003713 6.840389 0.0 0.0 0.0 0.46
H 0.592949 2.790842 3.993070 0.0 0.1 0.0 0.40
H 1.158244 3.345200 2.390564 0.0 0.0 0.0 0.35
H 1.735720 1.806504 3.027543 0.0 0.0 0.0 0.41
H -0.402863 4.095155 0.603105 0.0 0.0 0.0 0.18
H -2.110029 4.480976 0.381880 0.0 0.0 0.0 0.70
H -1.470743 2.927037 -0.185737 0.0 0.0 -0.1 0.30
H -0.828806 4.715488 2.991294 0.0 0.0 0.0 0.33
H -1.875815 3.721727 4.020277 0.0 0.0 0.1 0.14
H -2.582469 4.816325 2.824062 0.0 0.0 0.0 0.54
H -3.124492 1.566904 1.155416 -0.1 0.0 0.0 0.22
H -3.869627 3.139346 1.499031 0.0 0.0 0.0 0.54
H -3.479365 2.038621 2.829316 -0.1 0.0 0.0 0.36
H -3.101191 -2.878210 4.138768 -0.1 0.0 0.0 0.33
H -3.209492 -4.405544 3.254055 0.0 -0.1 0.0 0.48
H -3.235750 -2.862314 2.378051 -0.1 -0.1 0.0 0.22
H -0.835708 -3.269460 5.248314 0.0 0.0 0.1 0.13
H 0.408958 -4.133794 4.316639 0.0 0.0 0.0 0.35
H -1.132158 -4.917231 4.684975 0.0 0.0 0.0 0.60
H -1.399147 -4.164142 1.086777 0.0 -0.1 -0.1 0.39
H -1.085590 -5.431478 2.277119 -0.1 0.0 0.0 0.58
H 0.216247 -4.326943 1.799609 0.0 -0.1 -0.1 0.22
O 1.899804 0.313573 0.941934 0.3 0.1 -0.2 -0.68
H 1.622230 0.824264 0.170408 0.0 0.0 0.0 0.13
H 1.697488 -0.603289 0.692634 0.2 -0.1 0.0 0.16
O 2.493057 -3.762275 1.048283 0.0 0.1 -0.2 -0.80
C 2.194198 -2.992460 0.135346 0.5 -0.5 0.3 -0.28
O 1.137445 -2.258449 0.103506 4.1 -1.7 1.0 0.63
C 3.094787 -2.914559 -1.082302 -0.1 0.0 0.1 -1.09
C 4.023506 -3.922408 -1.292028 0.0 0.0 0.1 -0.54
C 4.767494 -3.999672 -2.470389 0.1 0.0 -0.1 -1.15
C 4.538001 -3.024461 -3.409890 -0.2 0.2 0.0 1.15
O 5.107362 -2.876670 -4.654945 0.1 -0.1 0.3 -0.54
C 4.442362 -1.770612 -5.248539 0.0 0.1 -0.5 -0.35
O 3.636790 -1.142773 -4.272605 0.0 0.1 0.3 -0.40
C 3.643485 -1.988438 -3.182490 0.2 -0.3 0.0 0.32
C 2.911400 -1.900676 -2.029011 0.0 0.1 -0.2 0.85
H 4.141485 -4.668503 -0.518411 0.0 0.0 0.0 0.49
H 5.481690 -4.791377 -2.649401 0.0 0.0 0.0 0.43
H 3.813654 -2.123658 -6.078456 0.0 0.0 0.1 0.25
H 5.182934 -1.061239 -5.629372 0.0 0.0 0.1 0.28
H 2.210658 -1.094837 -1.868182 -0.1 0.0 0.1 0.20
I 0.483368 -4.584966 -2.777001 -0.1 -0.2 0.1 0.15
C -1.323117 -4.985514 -1.782039 0.0 -0.1 -0.1 -0.01
C -1.771950 -6.298254 -1.724057 0.0 -0.1 0.0 -0.59
C -2.997196 -6.535845 -1.123678 0.0 0.1 0.0 -0.40
C -3.718539 -5.462984 -0.624567 0.0 0.0 0.0 -0.86
C -3.167307 -4.193832 -0.706589 -0.1 -0.2 0.0 -0.36
N -1.977476 -3.962637 -1.269440 0.0 -0.1 -0.3 0.36
H -1.173908 -7.098864 -2.133077 0.0 0.0 0.0 0.43
H -3.381789 -7.545412 -1.054816 0.0 0.0 0.0 0.39
H -4.684511 -5.602218 -0.160231 0.0 0.0 0.0 0.51
H -3.676839 -3.333969 -0.283824 0.0 0.0 0.0 0.32
O -4.383540 -1.732972 0.751811 0.1 0.0 -0.1 -0.71
C -3.971289 -0.744301 0.137501 -0.9 0.4 0.1 -0.45
O -2.802743 -0.551380 -0.307021 -3.9 1.5 0.4 -0.28
H -4.706783 0.079292 -0.047618 0.1 -0.1 0.0 0.31



In the order shown, the computed E_LUMO values come out to 0.2366; 0.8969; 1.7774 eV.